Entry 1:
One molecule with the formula CH4P2 in a non-equilibrium geometry. Source: the OMol25 dataset; level of theory: the ωB97M-V functional and the def2-TZVPD basis.

```
7
Properties=species:S:1:pos:R:3:forces:R:3
C -0.79319 0.36816 -1.39548 -1.266 1.006 4.700
P -0.94643 0.21336 0.67774 0.744 0.477 -5.250
P 1.12475 -0.52582 0.89941 -0.620 -0.949 -0.322
H -1.74250 0.80552 -1.81567 1.226 -0.740 0.105
H 0.18286 0.48575 -1.89660 -0.642 -0.391 0.281
H 0.51801 -1.66458 1.62033 1.041 0.951 0.070
H 1.65650 0.31761 1.91028 -0.483 -0.354 0.416
```
Positions in Å, forces in eV/Å.

Output
- DFT total energy: -19675.64114 eV
- Net charge: 0
- Energy above the lowest of the compared OMol25 structures with the same formula, charge and spin: 2.1875 eV
- HOMO (alpha / beta): -8.9824 / -8.8117 eV
- F_max: 5.324 eV/Å

=====

Entry 2:
A 2-piece molecular cluster, CH4P2S overall in a non-equilibrium geometry. Source: the OMol25 dataset; level of theory: the ωB97M-V functional and the def2-TZVPD basis.

```
8
Properties=species:S:1:pos:R:3:forces:R:3
C 1.08597 -0.71764 1.19905 -2.055 1.776 -0.698
P -0.30161 0.12612 -1.52251 -2.291 0.268 -1.608
P -0.95371 0.79980 0.39354 3.605 0.917 1.676
S 1.25987 -0.89445 2.74514 0.392 -0.308 -0.820
H 1.55497 -0.93620 0.20724 -0.102 -0.131 1.175
H -1.15019 -0.96998 -1.27556 0.377 -0.769 -0.056
H -1.60003 0.59514 -2.19075 1.741 -0.044 0.327
H 0.10473 1.99722 0.44384 -1.666 -1.708 0.003
```
Positions in Å, forces in eV/Å.

Output
- DFT total energy: -30510.31661 eV
- Net charge: 0
- Energy above the lowest of the compared OMol25 structures with the same formula, charge and spin: 4.2994 eV
- HOMO: -7.7998 eV
- F_max: 4.080 eV/Å

=====

Entry 3:
One molecule with the formula CH4S. Source: the OMol25 dataset; level of theory: the ωB97M-V functional and the def2-TZVPD basis.

```
6
Properties=species:S:1:pos:R:3:forces:R:3
C 0.05251 -0.14446 1.13655 0.655 0.694 -0.292
S 0.02010 0.13684 -0.66428 -0.166 -0.013 -0.076
H 0.94753 -0.71577 1.37071 -0.368 -0.478 0.131
H 0.20821 0.81915 1.62372 -0.337 -0.006 -0.019
H -0.88781 -0.57858 1.44318 0.117 -0.228 0.272
H -1.11168 -0.53661 -0.91256 0.100 0.032 -0.016
```
Positions in Å, forces in eV/Å.

Output
- DFT total energy: -11936.80868 eV
- Net charge: 0
- Energy above the lowest of the compared OMol25 structures with the same formula, charge and spin: 0.0810 eV
- HOMO: -9.0313 eV
- F_max: 0.998 eV/Å